[1]
{"formula": "C4H14NO", "method": "wB97M-V/def2-TZVPD", "homo_lumo_gap_ev": 12.53, "lumo_energy_ev": -3.2, "total_charge": 1, "e_tot_ev": -7906.5110, "e_above_lowest_kcal_mol": 10.2, "elements": ["C", "H", "H", "O", "C", "H", "H", "N", "H", "H", "H", "H", "H", "C", "H", "H", "H", "C", "H", "H"], "xyz": [[-1.317, -0.795, -1.318], [1.754, 0.427, -0.526], [-0.362, 2.637, 1.455], [0.974, -2.681, 0.957], [0.289, 2.167, 0.716], [-1.908, 1.199, -0.757], [0.321, 2.883, -0.105], [1.156, -0.066, 0.139], [-0.585, 1.194, -1.687], [0.969, -0.951, -0.348], [-2.050, -0.734, -2.124], [1.282, 2.181, 1.184], [0.175, -2.983, 1.419], [-0.090, 0.741, 0.365], [1.661, -3.073, 1.514], [1.540, -0.348, 1.037], [-1.696, -1.389, -0.493], [-0.987, 0.613, -0.841], [-0.509, -1.355, -1.806], [-0.616, 0.333, 1.220]], "forces_ev_per_a": [[-0.010, -0.045, -0.244], [0.523, 0.267, 0.674], [-0.216, -0.400, -0.050], [-0.228, -0.190, 0.773], [0.696, 0.696, 0.516], [-0.030, -0.323, 0.897], [0.032, -0.380, -0.356], [-0.575, -0.409, -0.810], [0.603, -0.289, 0.109], [-0.386, -0.110, 0.396], [-0.234, -0.040, 0.320], [-0.107, 0.059, -0.030], [0.043, 0.112, -0.391], [-1.055, 0.649, -0.100], [0.186, -0.006, -0.291], [0.686, 0.251, -0.217], [-0.260, -0.234, -0.041], [-0.144, 0.720, -1.693], [0.257, 0.220, 0.333], [0.220, -0.549, 0.206]]}

=====

[2]
{"formula": "C5H20N10O5", "method": "wB97M-V/def2-TZVPD", "homo_lumo_gap_ev": 8.94, "smiles": "NC(N)=O.NC(N)=O.NC(N)=O.NC(N)=O.NC(N)=O", "lumo_energy_ev": 0.1, "e_tot_ev": -30652.3152, "e_above_lowest_kcal_mol": 31.0, "elements": ["C", "H", "H", "H", "N", "N", "N", "H", "C", "H", "C", "O", "N", "H", "N", "H", "N", "H", "N", "H", "N", "O", "O", "O", "C", "H", "N", "N", "H", "H", "H", "H", "H", "H", "O", "C", "H", "H", "H", "H"], "xyz": [[3.451, -1.028, -1.565], [-1.238, 5.120, 2.255], [-2.144, -0.140, -3.580], [0.987, 0.789, 0.907], [0.324, 5.828, 3.875], [-2.048, -0.016, 0.671], [-4.124, 0.066, -2.033], [-0.606, 3.549, 1.874], [-0.968, 0.797, 0.600], [5.339, -1.793, -1.763], [0.555, -4.031, 0.530], [2.621, -0.176, -1.878], [-0.489, 4.455, 2.305], [-0.265, 6.571, 3.539], [-2.698, 0.688, -3.735], [-2.412, 1.329, -4.450], [4.711, -1.058, -2.031], [2.438, -4.014, -0.117], [-0.507, -4.899, 0.570], [-1.266, -4.596, 1.156], [1.600, -4.573, -0.095], [-1.001, 2.027, 0.653], [0.526, -2.901, 1.021], [1.302, 3.858, 3.626], [0.440, 4.658, 3.253], [-0.403, -5.774, 0.095], [0.240, 0.175, 0.632], [3.154, -1.959, -0.646], [0.787, 6.105, 4.721], [-1.903, -0.924, 0.260], [-2.946, 0.433, 0.616], [4.983, -0.340, -2.679], [0.237, -0.794, 0.913], [2.255, -1.884, -0.187], [-4.012, 2.190, -2.801], [-3.628, 1.015, -2.849], [-3.837, -0.896, -2.085], [3.779, -2.572, -0.150], [1.599, -5.576, -0.069], [-4.833, 0.292, -1.360]], "forces_ev_per_a": [[-0.943, 1.821, -0.070], [-0.142, -0.225, -0.203], [0.034, 0.114, -0.328], [0.141, -0.194, -0.120], [-0.742, 3.360, 1.008], [-0.298, -0.414, -0.246], [-0.034, -1.372, 0.613], [0.107, -0.048, -0.189], [1.423, 1.675, 1.169], [0.142, 0.172, -0.179], [-1.369, 0.545, 0.874], [0.638, -0.585, -0.250], [-0.307, -0.094, -0.640], [-0.111, -0.294, -0.234], [1.497, -2.093, -0.899], [-0.033, 0.261, 0.343], [0.761, -0.077, -0.466], [-0.011, -0.543, -0.207], [0.392, 1.119, 0.308], [-0.228, -0.572, -0.201], [0.931, -0.181, -0.404], [-0.862, -0.281, -0.222], [0.029, -0.436, -0.478], [-0.487, -0.038, -0.679], [1.189, -1.982, 0.985], [-0.726, -0.164, 0.230], [-0.374, -0.584, -0.275], [-1.088, -1.710, 1.527], [0.521, -0.767, -0.147], [-0.467, -0.060, 0.109], [0.053, -0.105, -0.308], [0.073, -0.148, 0.026], [0.449, 0.003, 0.093], [-0.040, 0.301, -0.189], [-0.371, -0.954, 0.213], [-1.174, 3.645, 0.322], [-0.046, 0.078, -0.124], [0.609, 0.480, -0.308], [0.801, 0.018, -0.283], [0.062, 0.328, -0.172]]}

=====

[3]
{"formula": "C11H14BrNO", "method": "wB97M-V/def2-TZVPD", "homo_lumo_gap_ev": [4.89, 6.06], "lumo_energy_ev": [0.6, -2.4], "e_tot_ev": -85209.7455, "spin_multiplicity": 3, "e_above_lowest_kcal_mol": 0.0, "elements": ["H", "C", "C", "C", "C", "H", "C", "C", "C", "H", "C", "H", "O", "H", "H", "H", "H", "N", "C", "H", "H", "Br", "H", "H", "H", "H", "C", "C"], "xyz": [[-3.254, 1.912, 0.572], [1.613, -0.913, 0.132], [-0.744, -0.128, -0.498], [-1.476, -1.272, -0.740], [-2.846, -1.286, -0.513], [-0.988, -2.159, -1.115], [-1.380, 1.036, -0.032], [0.825, 1.894, -0.036], [-3.456, -0.136, -0.042], [3.298, 0.434, 0.300], [1.243, -0.904, 1.613], [3.708, -1.283, 0.487], [1.150, 0.011, -2.017], [-0.891, 2.885, 0.690], [1.440, -1.923, -0.262], [0.532, 0.528, -2.545], [1.775, -1.704, 2.123], [-0.575, 2.132, 0.096], [3.089, -0.574, -0.063], [-3.426, -2.178, -0.700], [1.385, 1.910, 0.894], [-5.341, -0.149, 0.271], [3.347, -0.619, -1.119], [0.174, -1.053, 1.753], [1.525, 0.037, 2.078], [1.295, 2.465, -0.830], [0.731, 0.005, -0.701], [-2.753, 1.028, 0.206]], "forces_ev_per_a": [[0.015, 0.059, -0.032], [0.226, 0.236, -0.098], [2.824, 0.811, -0.547], [-1.433, -2.243, -0.428], [1.611, -0.718, -0.479], [0.008, -0.071, -0.034], [-1.248, 1.766, 0.462], [0.517, -3.448, -1.298], [-2.233, 0.105, 0.410], [0.043, 0.008, 0.041], [-0.119, -0.046, -0.302], [0.084, 0.035, 0.008], [0.368, -0.251, -0.297], [-0.258, 0.133, -0.208], [-0.052, 0.051, -0.022], [-0.129, -0.091, 0.036], [0.025, -0.038, 0.087], [-0.542, -1.270, 0.540], [-0.164, -0.142, -0.149], [-0.032, -0.077, -0.015], [-0.098, 0.244, 0.100], [0.354, -0.015, -0.062], [0.121, 0.007, 0.034], [-0.064, -0.050, 0.074], [0.034, 0.110, 0.082], [0.037, 0.080, 0.011], [-0.509, 3.131, 1.511], [0.612, 1.683, 0.574]]}